Molecular formula: C54H128N6O11
Method: DFT, ωB97M-V/def2-TZVPD

```
199
Properties=species:S:1:pos:R:3:mulliken_charge:R:1
C -3.1563 -5.7759 -0.9513 -1.91
C -2.8275 -4.8245 0.2028 0.39
C -1.3406 -4.4520 0.1069 -0.45
O -1.0644 -3.6221 1.2174 0.31
C 0.3172 -3.5829 1.5276 -0.70
N -3.7626 -3.6841 0.1321 -0.65
H -4.1986 -6.0999 -0.9616 0.45
H -2.6783 -6.7605 -0.8313 0.48
H -2.8681 -5.4273 -1.9443 0.20
H -3.0276 -5.3498 1.1398 0.41
H -1.1276 -3.8947 -0.8171 -0.18
H -0.7468 -5.3741 0.1237 0.53
H 0.4319 -2.8283 2.3109 -0.87
H 0.9136 -3.1912 0.6972 0.40
H 0.7108 -4.5297 1.9035 0.77
H -3.3539 -2.9995 -0.4971 -0.38
H -3.6558 -3.3587 1.0969 0.94
C 2.2485 -3.3893 -3.2647 -2.20
C 1.9087 -1.9290 -3.5805 1.37
C 1.7700 -1.6019 -5.0903 -0.85
O 1.4163 -0.2477 -5.1698 0.21
C 1.6632 0.3025 -6.4661 -0.89
N 0.6270 -1.6495 -2.8679 0.82
H 1.8089 -4.0553 -4.0151 0.45
H 2.0679 -3.7441 -2.2582 0.17
H 3.3180 -3.4880 -3.5035 0.54
H 2.6863 -1.2556 -3.2062 0.01
H 1.0300 -2.2591 -5.5702 0.15
H 2.7306 -1.8653 -5.5547 0.50
H 1.3736 1.3533 -6.4145 0.11
H 0.9972 -0.1496 -7.2066 0.38
H 2.7147 0.2631 -6.7488 0.35
H 0.4938 -0.6325 -2.8932 -0.47
H -0.0735 -1.8561 -3.5830 -0.86
C 3.4080 -3.3386 4.0010 -1.78
C 4.3746 -3.0536 2.8311 1.44
C 4.3419 -4.3123 1.9415 -1.07
C 4.9532 -4.1018 0.5452 -1.09
C 4.3451 -2.8565 -0.1042 -0.45
C 4.3522 -1.5816 0.7579 1.35
N 3.8689 -1.8983 2.1014 1.73
O 3.7758 -0.7272 2.9086 -0.63
C 5.6900 -0.8823 0.6118 -2.07
C 3.3065 -0.6854 0.0559 -0.73
C 5.7597 -2.8317 3.4123 -1.80
H 3.6919 -4.2504 4.5220 0.45
H 2.3592 -3.3984 3.6887 0.08
H 3.3596 -2.4673 4.6599 0.42
H 4.9126 -5.0749 2.4809 0.46
H 3.3576 -4.7778 1.8589 0.15
H 4.7749 -5.0021 -0.0408 0.44
H 6.0251 -3.9032 0.6274 0.40
H 3.3149 -3.0980 -0.3891 -0.49
H 4.8534 -2.6591 -1.0515 0.66
H 5.7544 -0.1535 1.4317 0.36
H 6.5848 -1.4794 0.8099 0.37
H 5.7940 -0.3597 -0.3358 0.46
H 3.2523 0.2713 0.5925 -0.27
H 3.5295 -0.4939 -0.9904 0.72
H 2.2998 -1.0765 0.2252 -0.53
H 6.1835 -3.6974 3.9295 0.42
H 5.8552 -2.0249 4.1418 0.28
H 6.4759 -2.5796 2.6247 0.35
H 2.8133 -0.7283 3.0657 0.34
C -1.8395 -3.3776 -5.1151 -1.96
C -2.7176 -2.1998 -4.6913 2.11
C -2.9201 -2.2846 -3.1757 -0.73
C -3.5352 -1.0870 -2.4922 -1.13
C -2.6891 0.1582 -2.7914 -0.33
C -2.4968 0.3282 -4.3034 2.54
N -1.9586 -0.9314 -4.8729 1.24
O -1.3270 -0.7730 -6.0988 -0.74
C -3.7627 0.8154 -5.0306 -1.82
C -1.4185 1.4201 -4.4141 -1.47
C -4.0579 -2.2340 -5.4520 -1.91
H -0.8917 -3.4269 -4.5862 0.12
H -1.6870 -3.3385 -6.1936 0.38
H -2.3845 -4.2897 -4.8622 0.54
H -3.5705 -3.1450 -2.9621 0.77
H -1.9822 -2.6178 -2.7216 -0.18
H -3.7289 -1.1942 -1.4223 0.18
H -4.5418 -0.8204 -2.8358 0.47
H -1.7038 0.0353 -2.3338 -0.90
H -3.1378 1.0478 -2.3448 0.60
H -4.6620 0.4659 -4.5254 0.28
H -3.8137 1.9077 -5.0708 0.52
H -3.7687 0.5435 -6.0862 0.33
H -0.4288 0.9678 -4.3014 -0.24
H -1.4640 2.0494 -5.3024 0.53
H -1.4274 2.0794 -3.5407 0.00
H -4.3797 -3.2391 -5.7279 0.49
H -3.8616 -1.7613 -6.4183 0.32
H -4.8209 -1.7050 -4.8904 0.29
H -0.3933 -0.5756 -5.8822 0.14
C 2.5015 4.2905 -5.5730 -1.80
C 2.9876 5.1371 -4.3772 1.76
C 1.8872 6.0929 -3.9304 -1.63
C 0.8191 5.3569 -3.1439 -0.36
C 1.4489 4.5794 -1.9961 -0.99
C 2.5943 3.6017 -2.3348 2.70
N 3.4891 4.3116 -3.2590 0.34
O 4.5825 3.4874 -3.6478 -0.46
C 3.2889 3.3618 -0.9884 -1.94
C 2.0153 2.3355 -2.9262 -0.61
C 4.1881 5.9643 -4.8795 -1.74
H 2.3770 4.9146 -6.4637 0.53
H 1.5605 3.7749 -5.3878 0.12
H 3.2892 3.6060 -5.8962 0.42
H 2.3109 6.8779 -3.3005 0.41
H 1.3974 6.5279 -4.8033 0.47
H 0.1996 4.7039 -3.7631 0.00
H 0.1728 6.1533 -2.7616 0.44
H 0.6504 4.0491 -1.4627 -0.38
H 1.7481 5.2891 -1.2160 0.69
H 3.8036 2.4000 -0.9379 0.34
H 3.9437 4.2166 -0.8041 0.54
H 2.6301 3.3628 -0.1155 -0.21
H 1.5020 1.7032 -2.1974 -0.24
H 1.3159 2.4821 -3.7524 -0.69
H 2.7897 1.7307 -3.4088 0.71
H 4.6415 5.5814 -5.7968 0.35
H 4.9576 5.9620 -4.1108 0.35
H 3.8748 6.9688 -5.1692 0.42
H 5.2472 3.7967 -3.0224 0.37
C -5.7708 -0.8874 3.5680 -1.85
C -4.2757 -0.5879 3.7193 1.86
C -4.1412 0.2821 4.9748 -0.80
C -4.1944 -0.4236 6.3178 -0.93
C -3.1735 -1.5601 6.3217 -1.00
C -3.2730 -2.5141 5.1158 1.89
N -3.4231 -1.7576 3.8777 0.64
O -3.3134 -2.5324 2.7047 0.08
C -2.0761 -3.4541 5.0660 -1.93
C -4.5186 -3.3766 5.3329 -1.91
C -3.7738 0.2635 2.5419 -1.71
H -5.9534 -1.8063 3.0045 0.25
H -6.3092 -0.1018 3.0333 0.51
H -6.2815 -0.9946 4.5263 0.34
H -3.2145 0.8679 4.9355 -0.30
H -4.9215 1.0501 4.9573 0.53
H -5.2149 -0.7610 6.5313 0.43
H -4.0156 0.2597 7.1505 0.49
H -3.2267 -2.1079 7.2623 0.50
H -2.1985 -1.0629 6.2498 -0.05
H -1.9639 -4.0536 5.9683 0.46
H -2.0821 -4.1917 4.2559 0.46
H -1.1316 -2.9422 4.8402 0.15
H -4.7535 -3.9405 4.4264 0.22
H -4.4094 -4.1109 6.1367 0.51
H -5.4030 -2.7938 5.5929 0.30
H -4.3592 1.1779 2.4378 0.54
H -3.8415 -0.2240 1.5682 0.19
H -2.7203 0.4784 2.7304 -0.07
H -2.3562 -2.6604 2.6139 0.12
C -2.5671 4.2982 -0.8823 -0.75
C -2.2116 4.7525 0.5191 -0.47
O -2.1425 3.6177 1.3785 -0.28
H -2.6956 5.1739 -1.5322 0.45
H -3.4941 3.7525 -1.0489 0.35
H -1.6992 3.8089 -1.3292 -0.15
H -2.8382 5.5339 0.9574 0.45
H -1.2420 5.2643 0.4459 0.30
H -2.3395 3.9387 2.2728 -0.01
C 3.0096 4.2053 2.9843 -1.04
C 3.0266 2.6940 2.8827 1.29
O 2.8971 2.1409 4.1761 -0.69
H 2.9489 4.7051 2.0106 0.24
H 3.8691 4.5986 3.5194 0.37
H 2.0524 4.5415 3.3930 0.02
H 3.9926 2.4439 2.4178 0.22
H 2.3168 2.2434 2.1806 -0.86
H 2.4987 1.2646 4.0853 0.25
C -0.4009 4.3486 4.4281 -0.71
C -1.8338 4.4507 4.9668 -0.41
O -2.7206 4.9515 3.9624 -0.54
H -0.4168 3.7037 3.5498 -0.17
H 0.1876 3.8581 5.2003 0.38
H -0.0775 5.3624 4.2076 0.54
H -1.8712 5.1494 5.8112 0.41
H -2.1820 3.4860 5.3540 0.18
H -3.6134 4.8988 4.3169 0.28
C -0.7095 -0.4883 0.3718 1.62
C -0.1048 0.8900 0.2821 1.72
O -0.2797 1.5633 1.5130 0.56
H -1.7301 -0.4614 0.7618 -0.73
H -0.1615 -1.0899 1.0985 -0.73
H -0.7359 -0.9891 -0.5983 -0.31
H -0.5550 1.5030 -0.5078 0.61
H 0.9687 0.7753 0.0928 -1.52
H -0.8664 2.3346 1.4475 -0.62
C -0.2615 0.6465 5.2960 -1.22
C 0.1295 -0.5605 4.4488 0.24
O 1.1576 -0.1627 3.5096 1.08
H -0.6376 1.4163 4.6162 -0.40
H 0.6789 1.0516 5.6817 0.51
H -0.9742 0.5061 6.1052 0.66
H -0.7468 -0.8424 3.8557 -0.48
H 0.4959 -1.3720 5.0749 0.71
H 0.6111 0.3019 2.8553 -1.07
```

Computed properties:
Relative energy (zero: lowest compared OMol25 entry of this formula, charge and spin) ... 0.0 kcal per mole
SMILES ... CC1(C)CCCC(C)(C)N1O.CC1(C)CCCC(C)(C)N1O.CC1(C)CCCC(C)(C)N1O.CC1(C)CCCC(C)(C)N1O.COC[C@H](C)N.COC[C@H](C)N.CCO.CCO.CCO.CCO.CCO
E_HOMO ... -8.0 eV